Entry 1:
77
Properties=species:S:1:pos:R:3:lowdin_charge:R:1 method="wB97M-V/def2-TZVPD" multiplicity=1 gap_ev=7.408 charge=+1 max_force_ev_per_a=0.530
C -4.7894 -4.9842 -0.1858 -0.061
H 0.4948 -2.4071 5.9244 0.116
C 1.7283 -1.7784 4.2703 -0.048
C 3.6558 4.1043 3.0973 -0.067
C 0.5726 1.6447 1.1433 -0.228
H 2.5277 -0.0487 -2.3240 0.089
C 4.2252 -0.8758 -0.1684 -0.871
H 5.1047 5.5870 2.5508 0.108
H -5.6475 -5.4897 0.2376 0.107
C -4.3334 4.0360 -1.7948 -0.055
S -1.2449 0.7547 -1.9006 0.697
S 3.3394 -2.3705 -0.3281 0.554
N -1.0405 -2.7296 -2.7987 0.169
N -3.6735 1.7805 -1.8558 0.053
N 0.8963 -1.3234 -2.4479 -0.082
C 4.4893 4.7658 2.2075 -0.072
C 0.0322 -1.9733 -3.2444 -0.357
C 0.5822 -2.3222 4.8490 -0.042
C -4.6547 2.7207 -1.8381 -0.065
C 2.9121 2.6536 1.3183 -0.199
H -3.9216 0.8006 -1.9067 0.141
N -1.3943 -3.1551 1.9260 0.158
C 1.7848 -1.7057 2.9018 -0.149
H 2.6675 -1.3150 2.4084 0.085
C -2.3342 2.0351 -1.8454 -0.752
H 2.7971 0.2219 -4.7493 0.112
H -3.1412 1.6813 2.0172 0.116
H 2.5626 -1.4338 4.8639 0.111
H 3.6212 4.4021 4.1368 0.108
C 0.1559 -1.8846 -4.6363 0.005
H 2.1992 2.5535 3.3444 0.121
C -2.6284 -3.7252 -1.3077 -0.111
H -1.3317 -3.2135 4.4264 0.117
N -0.1317 0.5051 1.1442 -0.019
C -3.8138 -4.4653 0.6567 -0.002
C -1.5410 -3.1949 0.6504 -0.301
H 1.2297 -1.0332 -6.2710 0.117
H -1.9422 -0.4227 1.4473 0.112
C -0.4297 -2.7665 4.0347 0.001
C -0.3134 -2.6603 2.6416 -0.323
C -1.3869 2.8941 1.6802 -0.031
C 4.5359 4.3722 0.8759 -0.065
C 3.7623 3.3115 0.4339 -0.031
C -4.6784 -4.8719 -1.5740 -0.060
H -0.9440 3.6651 -1.7924 0.108
H -5.4534 -5.2922 -2.2018 0.107
H 5.9847 -1.8673 -0.4898 0.085
C 1.1384 -1.1057 -5.1951 -0.035
C -2.0935 1.7056 1.7528 -0.037
C -1.9949 3.4155 -1.7995 -0.092
N 3.8104 0.3393 0.1427 -0.002
H 0.5490 3.7772 1.3284 0.127
N -0.7445 -2.7011 -0.3769 -0.025
C 2.0107 -0.4078 -4.3602 -0.044
H -1.8813 3.8382 1.8701 0.121
H -5.1085 4.7862 -1.7834 0.112
C -2.9608 4.3769 -1.7779 -0.043
C -0.0342 2.8691 1.3730 0.006
H -5.6677 2.3474 -1.8638 0.133
C -2.7383 -3.8357 0.0593 -0.113
H -3.8816 -4.5520 1.7327 0.116
N 2.4564 0.4449 0.3369 -0.088
C -1.4265 0.5314 1.4521 -0.137
N 5.5564 -0.9697 -0.3588 0.080
N 0.7885 -2.1226 2.0934 -0.019
C 1.8532 -0.5534 -3.0077 -0.173
H 6.1265 -0.1620 -0.1732 0.107
Lu 0.9242 -1.2833 -0.1121 1.442
C -3.5894 -4.2368 -2.1593 0.000
H 5.1853 4.8878 0.1808 0.108
H -2.6735 5.4205 -1.7510 0.118
C -1.3725 -2.9935 -1.5927 -0.298
H -0.5541 -2.4361 -5.2344 0.119
C 2.8582 3.0611 2.6489 -0.039
H 3.8191 2.9878 -0.5962 0.113
C 2.0393 1.5387 0.8761 -0.178
H -3.4857 -4.1478 -3.2323 0.116



Entry 2:
77
Properties=species:S:1:pos:R:3:lowdin_charge:R:1 method="wB97M-V/def2-TZVPD" multiplicity=1 gap_ev="5.636 / 5.652" charge=+1 max_force_ev_per_a=0.263
H 0.1626 -7.0617 0.8299 0.112
H -0.9730 -5.2336 -0.3544 0.111
H -2.7533 -2.5295 -2.4064 0.105
O 0.9303 4.1433 1.5322 -0.074
C -2.6803 -2.9912 0.9570 -0.105
N 3.2473 2.8709 0.7005 0.160
P -0.4586 -2.4276 -0.5785 0.898
H 1.0638 -1.0856 -6.2694 0.121
C 2.4582 2.3890 1.7823 -0.153
H 0.4650 6.1743 -3.0951 0.108
C 0.3839 -3.7115 0.3587 -0.338
H 2.9580 -4.2708 2.4812 0.112
C 2.9836 3.5113 -0.4105 0.038
C -0.0958 -5.0200 0.2456 -0.088
C 2.1037 -4.4800 1.8515 -0.057
H -5.1757 -2.6654 -1.9701 0.113
C 0.2163 -1.6902 -3.0621 -0.355
H 1.8681 -2.4353 1.2383 0.061
H 2.7479 0.0534 4.2166 0.114
H -0.2207 5.2123 2.8988 0.103
C 0.6561 2.5840 3.3636 -0.020
N -2.5802 -0.1138 4.5884 0.209
H -1.1265 4.0980 1.8341 0.100
H -1.5172 4.6959 -2.8739 0.116
C 2.3385 0.8825 3.6569 -0.093
H -0.0564 -3.6584 -2.5697 0.128
H 4.2332 2.6959 0.8490 0.166
C -0.5904 4.4256 -2.3827 -0.048
H 2.1193 -6.5826 2.2631 0.113
O 0.8177 1.7288 -0.4019 -0.212
N -5.1944 0.8705 1.5632 0.210
H 0.4674 -2.9688 -4.7687 0.120
C 0.5712 0.5618 -3.3788 -0.086
C -0.5293 3.2450 -1.6810 -0.045
O 4.1517 0.2312 -0.3141 0.051
C 1.3045 3.0507 2.2217 -0.226
H 3.8749 0.8389 2.1540 0.119
H 0.5912 1.5444 -2.9365 0.090
C 0.8692 0.3866 -4.7071 -0.038
N -0.1078 -2.7197 -2.2036 -0.067
N 1.9777 -0.7312 -0.3029 -0.045
H 3.8768 3.9195 -0.8742 0.155
C -0.2843 4.7912 1.8943 -0.033
C -1.8266 0.0188 2.1239 -0.666
H -0.2358 3.0790 3.7202 0.114
C -4.0455 -3.0433 1.1997 -0.057
S -2.1581 0.4103 -0.4840 0.848
C 0.6550 2.8512 -1.0144 -0.373
H -1.9822 -3.0955 1.7807 0.114
C 0.5032 -1.9518 -4.4033 0.002
C 1.6327 -5.7782 1.7276 -0.058
C 3.0558 -0.2334 -0.3220 -0.501
C 0.8335 -0.9036 -5.2284 -0.037
C 2.9726 1.3228 2.5090 -0.020
C 1.7630 3.7495 -1.0867 -0.138
C 1.4866 -3.4435 1.1658 -0.091
H 1.1265 1.2404 -5.3157 0.115
C -2.2107 -2.8033 -0.3422 -0.389
C 1.6902 4.9111 -1.8850 -0.020
C -4.0876 0.6488 1.3505 -0.248
S -0.2348 -0.3241 1.7882 0.875
C 1.1770 1.5143 4.0771 -0.101
H 0.6662 1.1803 4.9712 0.117
C -4.4762 -2.7504 -1.1492 -0.060
H -6.0064 -2.9518 0.3394 0.115
N 0.2395 -0.4495 -2.5555 -0.012
C -2.2643 -0.0612 3.4849 -0.249
C 0.5344 -6.0502 0.9216 -0.062
C -3.1122 -2.6848 -1.3955 -0.109
H -4.4087 -3.1800 2.2098 0.118
H -0.4189 5.5889 1.1698 0.101
H -1.3896 2.5904 -1.6491 0.057
H 2.5661 5.5451 -1.9622 0.122
C -4.9425 -2.9174 0.1477 -0.057
Ru -0.0139 -0.1969 -0.4097 0.633
C 0.5252 5.2684 -2.5099 -0.074
C -2.7077 0.3714 1.0864 -0.662